1.
Molecular formula: C25H43F3O3OsP2S
Method: DFT, the ωB97M-V functional and the def2-TZVPD basis

Positions of all 78 atoms, in Å:
Os1 -0.0352 1.9887 -0.6645
C1 0.5270 0.6036 2.7354
C2 1.5967 1.1334 2.0149
C3 -0.3960 2.3218 1.3919
C4 -0.6662 1.2665 2.4196
C5 1.1661 2.3059 1.1437
C6 0.6941 -0.3224 3.9113
H1 1.5906 -0.9410 3.8510
H2 -0.1313 -1.0270 4.0970
H3 0.7942 0.2740 4.8301
C7 -1.6788 1.2947 3.4998
H4 -2.0839 0.3071 3.7746
H5 -2.5199 1.8998 3.2002
H6 -1.1786 1.7115 4.3999
C8 -1.1186 3.6254 1.5177
H7 -0.5663 4.4019 2.0705
H8 -2.1233 3.4636 1.9302
H9 -1.1694 3.9918 0.4880
C9 1.9851 3.5974 1.1578
H10 1.7563 4.3052 1.9865
H11 1.6460 4.0284 0.2066
H12 3.0828 3.4602 1.1673
C10 2.9724 0.7162 2.3777
H13 3.2459 0.9989 3.4119
H14 3.6465 1.1972 1.6739
H15 3.0992 -0.3755 2.3211
C11 -0.4227 -2.1159 0.9718
C12 0.7656 -2.5757 1.3856
C13 2.0109 -2.9867 0.6229
C14 2.5656 -1.9259 -0.3845
C15 2.2826 -0.4873 -0.2092
C16 1.0813 0.1690 -0.5135
C17 -0.0915 -0.5313 -1.0809
C18 -0.8564 -1.7274 -0.3957
H16 1.9630 -3.9471 0.0492
H17 2.1715 -2.2030 -1.3891
H18 2.6626 -3.2155 1.4890
H19 -0.9285 -2.6108 -1.0670
H20 -1.1582 -1.7583 1.7141
H21 0.6904 -3.0952 2.3723
H22 -1.9058 -1.3847 -0.2407
H23 -0.8957 0.2773 -1.2569
H24 1.4033 1.5235 -1.1113
H25 0.3761 -1.0228 -1.9856
H26 3.6555 -2.0119 -0.2224
H27 3.1903 0.0963 -0.0028
P1 -0.7649 -1.3823 -3.5824
P2 -0.1974 2.2831 -2.8758
C19 -0.4644 -0.1616 -4.8475
C20 -0.9476 1.2726 -4.4410
H28 -1.0465 -0.4687 -5.7250
H29 0.6011 -0.1602 -5.1313
H30 -0.7516 1.9775 -5.3053
H31 -2.0391 1.2742 -4.1969
C21 -1.0752 3.7735 -3.5409
H32 -0.7569 4.6792 -3.0190
H33 -2.1478 3.6193 -3.3805
H34 -0.9121 3.9176 -4.6202
C22 1.4452 2.4389 -3.7315
H35 1.3147 2.6942 -4.7949
H36 1.9841 1.4837 -3.6694
H37 2.0481 3.2194 -3.2536
C23 -2.5374 -1.9058 -3.5993
H38 -2.7089 -2.4950 -2.6819
H39 -2.7595 -2.5488 -4.4679
H40 -3.1903 -1.0177 -3.6066
C24 0.0993 -2.8933 -4.1594
H41 1.0495 -2.6142 -4.6393
H42 -0.5158 -3.4767 -4.8630
H43 0.3079 -3.5218 -3.2796
F1 -2.1644 -2.4119 6.4211
C25 -1.9209 -3.3225 5.4464
F2 -0.5899 -3.3184 5.1915
F3 -2.2606 -4.5417 5.9044
S1 -2.8498 -2.8436 3.8924
O1 -2.6704 -4.0152 3.0397
O2 -4.1931 -2.5687 4.3838
O3 -2.0813 -1.6588 3.4735

Forces on the atoms, in the same order (eV/Å):
1.285 -1.274 1.991
0.772 -0.273 -0.555
-1.270 0.090 0.869
2.462 -0.976 2.402
1.805 1.289 0.060
-2.516 -0.895 2.883
-0.096 -0.369 0.287
0.018 0.148 -0.135
0.336 0.563 -0.327
0.016 -0.042 -0.138
-0.910 -0.067 -0.322
0.434 0.596 -0.154
-0.352 0.321 0.310
-0.378 -0.087 -0.441
-0.063 -0.002 -0.685
-0.183 -0.370 0.028
0.292 0.385 -0.339
-0.679 0.830 -0.187
-0.501 -0.270 -0.626
-0.183 -0.633 -0.455
0.665 0.846 0.156
-0.624 -0.173 -0.272
0.565 0.341 -0.307
-0.214 0.076 -0.446
0.520 -0.084 0.272
-0.064 0.321 -0.017
0.603 1.120 0.614
-1.525 -2.354 0.039
-0.436 0.044 0.532
0.050 -0.945 0.536
-1.891 3.024 -0.703
1.451 -1.814 0.214
-0.192 -1.094 1.220
-0.765 0.754 -0.028
-0.419 0.631 0.614
0.784 -0.103 0.337
0.522 0.358 -0.974
0.347 0.472 0.232
0.656 -0.978 -0.330
0.448 1.210 -0.324
0.570 -0.249 -0.501
0.201 -1.017 -0.605
0.895 0.272 -0.624
-0.477 0.701 -0.249
-0.406 -0.191 -1.147
-0.799 0.038 0.062
-0.926 -2.002 -1.940
0.281 0.496 -5.520
-0.106 1.711 0.130
-0.260 0.184 0.842
0.112 -0.096 -0.013
-0.348 -0.062 0.200
-0.343 -0.881 1.102
0.671 -0.111 -0.587
0.000 0.129 0.480
-0.116 -0.058 0.011
0.108 0.198 0.040
0.112 -0.145 0.474
0.064 0.189 0.297
-0.044 -0.044 0.413
-0.040 0.225 0.088
-0.019 -0.213 -0.081
0.072 0.435 0.538
-0.093 0.290 -0.377
0.303 0.353 0.200
0.164 -0.418 0.082
0.390 0.025 0.512
-0.282 -0.151 0.214
0.104 0.366 0.230
0.023 0.032 -0.365
0.120 -0.732 -1.121
0.531 -0.268 1.402
-1.032 0.019 -0.058
0.090 1.192 -0.751
1.705 -0.628 2.194
-0.699 1.142 -0.087
0.412 -0.021 -1.161
-1.705 -1.321 -0.154

DFT total energy in Ha: -2674.25431
2S+1: 5
HOMO level (spin up / spin down) in Ha: -0.4640 / -0.4931
Orbital gap (spin up / spin down) in Eh: 0.221 / 0.129
F_max in eV/A: 5.549
Charge: +2
Relative energy (zero: lowest compared OMol25 entry of this formula, charge and spin) in kJ/mol: 676.99

=====

2.
Molecular formula: C25H43F3OsP2
Method: DFT, the ωB97M-V functional and the def2-TZVPD basis

Positions of all 74 atoms, in Å:
Os1 0.1741 0.8649 0.0275
C1 0.4803 2.7759 -1.3548
C2 -0.8501 2.5034 -0.7653
C3 0.3833 3.9120 0.6698
C4 1.1703 3.6887 -0.4832
C5 -0.8308 3.1832 0.5482
C6 0.8777 2.5045 -2.7562
H1 0.1802 1.8145 -3.2501
H2 1.8876 2.0606 -2.7872
H3 0.9191 3.4274 -3.3628
C7 2.3983 4.4240 -0.8261
H4 2.9342 3.9483 -1.6489
H5 3.0904 4.4935 0.0228
H6 2.1891 5.4579 -1.1348
C8 0.6909 4.8623 1.7623
H7 0.2638 5.8527 1.5626
H8 1.7675 5.0015 1.8930
H9 0.2889 4.5257 2.7233
C9 -2.0198 3.3662 1.4103
H10 -2.4683 4.3651 1.2559
H11 -1.7638 3.2915 2.4795
H12 -2.7889 2.6149 1.1857
C10 -2.1186 2.3570 -1.5769
H13 -2.5775 3.3431 -1.7760
H14 -2.8586 1.7569 -1.0255
H15 -1.9165 1.8947 -2.5495
C11 0.8563 -3.9158 -0.9266
C12 0.3065 -3.3856 -2.0269
C13 -1.0166 -3.8185 -2.5690
C14 -2.1118 -3.8953 -1.4770
C15 -1.9713 -2.8780 -0.3626
C16 -1.4581 -3.1990 0.8353
C17 -0.6515 -4.4458 1.1311
C18 0.2482 -4.9716 -0.0404
H16 -0.8945 -4.8071 -3.0304
H17 -2.1642 -4.9154 -1.0637
H18 -1.3491 -3.1444 -3.3658
H19 -0.2916 -5.7221 -0.6319
H20 1.9312 -3.7129 -0.7348
H21 0.9715 -2.8984 -2.7597
H22 1.0911 -5.5149 0.4118
H23 -0.0035 -4.2670 2.0123
H24 -1.7933 -2.6630 1.7244
H25 -1.3479 -5.2513 1.4190
H26 -3.0920 -3.7403 -1.9560
H27 -2.5839 -1.9745 -0.4701
P1 1.1275 -0.9225 -0.8368
P2 -0.4559 0.1928 2.1457
C19 1.1904 -1.7807 0.8079
C20 0.6101 -1.3051 2.1702
H28 2.2290 -2.1079 0.9534
H29 0.6039 -2.6566 0.5373
H30 0.0157 -2.1248 2.6017
H31 1.4495 -1.1226 2.8525
C21 -0.1269 1.0794 3.6788
H32 -0.6160 2.0583 3.6723
H33 0.9505 1.2413 3.7887
H34 -0.4917 0.5138 4.5466
C22 -2.2443 -0.1604 2.1336
H35 -2.4780 -1.0894 2.6616
H36 -2.5978 -0.2465 1.1000
H37 -2.7938 0.6629 2.6037
C23 2.6187 -0.9791 -1.8003
H38 2.6067 -0.1431 -2.5124
H39 2.6991 -1.9288 -2.3463
H40 3.4755 -0.8552 -1.1256
C24 -0.3552 -0.7085 -1.9137
H41 -0.9734 0.1696 -1.6125
H42 -1.0150 -1.5774 -1.7988
H43 -0.0450 -0.5777 -2.9602
F1 3.1283 1.6367 -0.0359
C25 2.2028 1.2033 0.9082
F2 2.8956 0.1670 1.5341
F3 2.2113 2.1914 1.8840

Forces on the atoms, in the same order (eV/Å):
1.182 2.496 0.985
-1.329 0.125 0.618
0.389 1.551 -1.131
-1.150 -0.508 0.079
-0.007 0.377 -0.235
0.901 0.824 -0.423
0.290 -0.365 -0.507
0.210 0.233 0.079
-0.291 0.216 -0.077
-0.062 -0.262 0.308
0.697 -0.010 -0.044
-0.024 0.045 0.060
-0.172 -0.045 -0.104
-0.147 -0.142 0.074
0.336 0.049 0.416
-0.033 -0.136 -0.066
-0.134 -0.037 -0.079
-0.025 0.038 -0.163
-0.431 -0.136 0.359
0.154 -0.370 0.050
-0.150 0.137 -0.360
0.119 0.259 0.102
-0.201 -0.010 0.179
0.263 -0.352 0.137
0.107 0.134 -0.313
-0.135 0.028 0.192
0.976 -0.487 -1.040
1.220 -1.557 -0.675
-0.615 0.156 0.110
-0.082 -0.134 -0.518
-0.898 -0.747 0.847
-0.840 -0.454 -0.217
0.089 -0.213 -0.150
0.031 -0.123 0.622
-0.019 0.184 -0.030
0.092 0.524 -0.016
0.124 -0.089 0.034
0.100 0.365 0.017
-0.714 -0.103 -0.209
-0.372 -0.040 0.494
-0.317 0.087 -0.072
-0.391 -0.061 -0.336
0.457 0.209 -0.408
0.256 0.211 0.032
0.311 -0.002 0.183
0.133 -0.258 0.249
0.228 0.115 0.452
-0.105 -0.091 0.618
-0.485 -1.678 0.025
-0.117 -0.033 0.239
-0.205 0.192 -0.230
0.394 0.225 0.455
0.361 0.163 -0.155
-0.322 0.188 -0.132
0.210 0.122 0.368
0.052 -0.233 -0.029
-0.194 -0.053 -0.045
0.041 0.053 -0.214
-0.216 -0.318 0.075
-0.067 0.230 0.078
0.054 -0.093 0.230
0.240 -0.101 -0.006
0.643 -0.157 -0.196
-0.033 -0.226 0.178
0.076 0.277 0.198
-0.169 -0.036 -0.167
-0.061 -1.048 -0.065
-0.057 0.030 -0.112
0.199 0.665 -0.193
0.032 -0.006 0.335
-0.899 -0.237 0.562
1.654 0.671 0.161
-0.878 0.610 -0.576
-0.274 -0.839 -0.907

DFT total energy in Ha: -2050.57707
2S+1: 5
HOMO level (spin up / spin down) in Ha: -0.4556 / -0.5405
Orbital gap (spin up / spin down) in Eh: 0.218 / 0.229
F_max in eV/A: 2.932
Charge: +2
Relative energy (zero: lowest compared OMol25 entry of this formula, charge and spin) in kJ/mol: 271.84

=====

3.
Molecular formula: C25H43N2O14P
Method: DFT, the ωB97M-V functional and the def2-TZVPD basis

Positions of all 85 atoms, in Å:
N1 -2.7576 1.5984 -0.6554
C1 -2.8881 3.0409 -0.3553
P1 -4.7223 3.4879 -0.6178
O1 -6.4616 3.8572 -0.8104
N2 -7.2931 2.9622 -0.1813
O2 -7.1611 1.8534 -0.5648
H1 -2.1218 1.1652 0.0174
H2 -3.6479 1.1337 -0.4946
H3 -2.2134 3.6287 -0.9858
H4 -2.6146 3.1707 0.7013
H5 -4.4186 4.8373 -0.8989
H6 -4.9779 3.1402 0.7319
H7 -4.7433 2.5842 -1.7141
O3 -1.0408 6.5081 -0.6926
C2 -0.6591 6.1574 -1.7699
O4 0.0957 5.0518 -1.9689
C3 0.4731 4.9600 -3.3557
C4 -0.5580 5.7852 -4.1023
C5 -0.9031 6.8642 -3.0819
H8 1.4850 5.3591 -3.4661
H9 0.4702 3.9156 -3.6622
H10 -0.1929 6.1718 -5.0522
H11 -1.4398 5.1747 -4.3053
H12 -0.2318 7.7223 -3.1470
H13 -1.9373 7.1880 -3.1602
O5 -0.7821 0.8088 1.1819
C6 0.3299 0.4023 0.9950
O6 0.6079 -0.6050 0.1437
C7 2.0104 -0.9308 0.2136
C8 2.6783 0.3154 0.7644
C9 1.5894 0.8828 1.6673
H14 2.1330 -1.7935 0.8756
H15 2.3738 -1.1925 -0.7764
H16 3.6173 0.1097 1.2758
H17 2.8855 1.0140 -0.0488
H18 1.6303 0.4626 2.6732
H19 1.6151 1.9686 1.7070
O7 3.3019 -2.4823 -2.2963
C10 3.4552 -3.5907 -1.8723
O8 4.3514 -3.8895 -0.9046
C11 4.3708 -5.3118 -0.6803
C12 3.0319 -5.8101 -1.1885
C13 2.7406 -4.8403 -2.3261
H20 5.2118 -5.7387 -1.2324
H21 4.5126 -5.5072 0.3808
H22 3.0491 -6.8557 -1.4901
H23 2.2769 -5.6998 -0.4094
H24 3.1749 -5.1697 -3.2719
H25 1.6769 -4.6535 -2.4469
O9 -1.2222 1.8221 -5.2515
C14 -1.4170 0.7134 -4.8439
O10 -1.9646 -0.2659 -5.6036
C15 -2.1672 -1.4430 -4.8031
C16 -1.2013 -1.3068 -3.6399
C17 -1.1471 0.2029 -3.4514
H26 -3.2101 -1.4640 -4.4768
H27 -1.9709 -2.3262 -5.4085
H28 -1.5166 -1.8530 -2.7518
H29 -0.2155 -1.6783 -3.9303
H30 -1.9371 0.5601 -2.7848
H31 -0.1755 0.5360 -3.0967
O11 0.4131 -8.3733 1.4090
C18 0.4374 -7.3418 2.0077
O12 1.4180 -6.4177 1.8470
C19 1.2267 -5.3380 2.7804
C20 -0.2443 -5.3872 3.1516
C21 -0.5462 -6.8775 3.0549
H32 1.8793 -5.5046 3.6410
H33 1.5040 -4.3982 2.3055
H34 -0.4555 -4.9524 4.1268
H35 -0.8316 -4.8444 2.4084
H36 -0.3345 -7.4002 3.9891
H37 -1.5667 -7.0730 2.7384
O13 0.3255 0.2613 4.7950
C22 0.6034 1.3476 5.2102
O14 -0.1692 2.0268 6.0865
C23 0.3807 3.3379 6.3078
C24 1.8479 3.2230 5.9339
C25 1.8084 2.1743 4.8311
H38 -0.1554 4.0496 5.6754
H39 0.2364 3.6161 7.3497
H40 2.2910 4.1704 5.6311
H41 2.4184 2.8424 6.7836
H42 1.6358 2.6199 3.8524
H43 2.7071 1.5627 4.8150

Forces on the atoms, in the same order (eV/Å):
-0.114 0.002 -0.011
-0.368 -0.668 0.235
2.149 -0.172 -0.037
-0.134 0.250 0.385
-0.560 0.262 -0.369
0.208 -0.215 0.155
-0.133 0.144 -0.424
-0.075 -0.045 -0.061
-0.067 -0.030 0.038
-0.048 0.579 -0.154
-0.611 -0.179 0.010
-0.266 -0.098 -0.418
-0.284 0.235 0.327
0.013 -0.249 0.261
-0.027 0.373 0.070
-0.045 0.013 0.055
0.139 -0.188 -0.256
-0.141 0.134 -0.187
-0.046 -0.397 -0.454
-0.033 0.027 0.048
-0.025 -0.022 0.177
0.057 -0.041 0.036
0.061 -0.030 -0.019
-0.074 0.053 0.065
0.065 0.215 0.183
0.081 -0.103 0.106
-0.083 0.008 0.332
-0.064 0.059 0.018
0.338 -0.129 -0.173
0.132 0.162 0.110
0.493 0.003 -0.377
-0.050 0.041 0.021
-0.227 -0.031 0.027
-0.037 -0.078 -0.018
0.009 -0.055 -0.005
-0.154 0.029 0.019
-0.204 -0.007 0.148
0.108 0.228 0.107
-0.003 -0.031 -0.405
-0.067 0.080 0.042
0.081 -0.287 0.121
-0.222 -0.171 -0.093
-0.058 -0.308 0.407
-0.012 0.062 -0.011
0.067 0.181 -0.006
0.054 0.013 0.040
0.045 -0.070 0.013
-0.057 0.088 -0.047
0.057 0.127 -0.238
0.007 0.060 -0.302
-0.009 0.311 0.317
0.035 0.013 -0.052
-0.074 -0.251 0.048
0.153 -0.091 0.201
0.090 -0.514 -0.061
0.022 0.037 -0.003
-0.051 0.132 -0.156
-0.063 0.024 -0.039
-0.040 -0.024 -0.001
0.140 0.163 0.072
-0.122 0.258 0.076
0.187 -0.008 -0.277
-0.172 -0.437 0.185
0.031 0.145 -0.016
0.066 0.225 0.114
-0.220 0.056 0.129
-0.066 0.552 -0.034
-0.016 -0.027 -0.028
0.110 -0.118 -0.108
0.076 0.005 -0.016
0.033 0.015 0.027
-0.053 -0.084 -0.043
0.040 -0.263 0.064
-0.132 -0.193 0.136
-0.038 -0.083 -0.343
0.064 -0.028 0.032
-0.020 0.254 0.114
0.222 0.084 -0.022
0.265 0.318 0.497
0.008 -0.048 -0.013
-0.153 -0.138 -0.016
-0.085 0.009 0.001
-0.031 0.026 -0.004
0.008 -0.048 -0.023
-0.080 -0.096 -0.251

DFT total energy in Ha: -2482.54705
SMILES string: NC[PH3]ON=O.O=C1CCCO1.O=C1CCCO1.O=C1CCCO1.O=C1CCCO1.O=C1CCCO1.O=C1CCCO1
2S+1: 1
HOMO level in Ha: -0.3228
Orbital gap in Eh: 0.334
F_max in eV/A: 2.156
Charge: 0